Below is a structure of composition C25H31N3OP2Sn at a distorted geometry, with properties calculated with wB97M-V/def2-TZVPD.

The energy above the lowest of the compared OMol25 structures with the same formula, charge and spin comes out at 3.098 eV. For the frontier orbital gap (alpha / beta), the calculation gives 0.1415 / 0.1416 Eh. Its HOMO energy (alpha / beta) is -12.4082 / -12.4086 eV. Its total charge is +2.

Element x y z (Å)
C 3.11503 1.60608 -3.04112
C 2.26338 1.94529 -1.99766
C 0.99468 2.53551 -2.38930
C 0.37088 1.93606 -3.54994
C 1.20352 1.30771 -4.49215
C 2.57616 1.29166 -4.29507
C -1.04348 1.91360 -3.70324
C -1.75884 2.63206 -2.70750
C -1.08220 3.24012 -1.58487
C -1.86018 3.37880 -0.36907
C -3.20827 3.65339 -0.52066
C -3.85744 3.32745 -1.71630
C -3.16390 2.69352 -2.74469
H 4.17318 1.47744 -2.86549
H 0.69442 0.82410 -5.32680
H 3.21559 1.05422 -5.13918
H -1.40291 0.88216 -3.77759
H -3.78244 4.03470 0.31353
H -4.89897 3.56894 -1.87081
H -3.64432 2.19730 -3.57889
N 0.26828 3.30900 -1.55872
Sn -1.41143 -1.25677 -0.39664
C 2.55283 1.68436 -0.56640
H 2.13493 2.43032 0.11859
H 3.60893 1.51082 -0.36088
C -1.21067 3.13199 0.93656
H -0.15406 3.41817 0.98099
H -1.77282 3.50547 1.79316
P 1.66490 0.06031 -0.07371
P -1.17197 1.22205 1.20412
C -2.86542 0.97574 1.83187
H -2.94410 -0.01854 2.28746
H -3.03097 1.74160 2.59664
H -3.61985 1.06611 1.04483
C -0.31756 1.24046 2.80695
H -1.02503 1.66088 3.52768
H -0.02393 0.23333 3.11914
H 0.56306 1.88430 2.74286
C 2.69912 -1.13123 -0.99424
H 3.74903 -0.89203 -0.78680
H 2.49326 -2.14662 -0.62982
H 2.51715 -1.08553 -2.07269
C 2.47927 -0.22066 1.54373
H 2.12537 -1.14943 2.01140
H 3.55367 -0.30498 1.34451
H 2.28987 0.62621 2.21045
H -0.50267 -0.17063 -1.12871
H -2.35616 -2.07179 -1.54895
N 0.89972 -5.05298 4.54874
C 0.87964 -3.89213 3.83975
O 1.42521 -2.83804 4.19852
C 0.18783 -4.01151 2.51893
C -0.06856 -5.22079 1.84609
C -0.60602 -5.22146 0.56048
C -0.85556 -4.01521 -0.06168
N -0.58541 -2.87608 0.61315
C -0.09523 -2.81915 1.88284
H 1.26371 -4.98502 5.48994
H 0.27073 -5.82664 4.34107
H 0.17011 -6.14962 2.34929
H -0.84365 -6.10931 0.00742
H -1.28729 -3.92499 -1.05505
H 0.04786 -1.81006 2.29395